{
  "formula": "C20H17ClF6N3O5ReS2Te",
  "method": "wB97M-V/def2-TZVPD",
  "symbols": ["Re", "Cl", "C", "C", "C", "C", "O", "C", "C", "N", "C", "C", "C", "C", "C", "C", "C", "C", "N", "C", "C", "H", "H", "H", "H", "H", "H", "H", "H", "H", "H", "F", "C", "F", "F", "S", "O", "O", "N", "S", "O", "O", "C", "F", "F", "F", "C", "Te", "C", "H", "H", "H", "H", "H", "H", "H"],
  "xyz": [[0.0000, 0.0000, 0.0000], [4.1738, 3.1902, -3.0920], [3.4484, 1.9853, -2.0961], [3.6780, 0.6395, -2.3596], [3.0891, -0.3405, -1.5468], [2.2610, -0.0294, -0.4533], [1.7207, -0.9221, 0.2825], [2.0731, 1.3556, -0.2470], [1.2444, 1.7442, 0.8969], [-0.0423, 1.8136, 0.7820], [-0.7561, 1.9951, 1.9609], [-1.2804, 3.1984, 2.4217], [-2.0139, 3.2136, 3.6135], [-2.2235, 2.0246, 4.3260], [-1.6982, 0.8119, 3.8366], [-1.8314, -0.4462, 4.4431], [-1.2450, -1.5590, 3.8353], [-0.5514, -1.3781, 2.6429], [-0.4119, -0.1868, 2.0305], [-0.9719, 0.8398, 2.6374], [2.6433, 2.3607, -1.0334], [4.3044, 0.3318, -3.1893], [3.2731, -1.3909, -1.7697], [1.7761, 1.8873, 1.8549], [-1.1187, 4.1043, 1.8484], [-2.4252, 4.1492, 3.9814], [-2.7937, 2.0421, 5.2499], [-2.3765, -0.5610, 5.3735], [-1.3179, -2.5461, 4.2747], [-0.0656, -2.2028, 2.1276], [2.4447, 3.4018, -0.8127], [-4.4474, 1.1608, -2.5639], [-3.7186, 1.1601, -1.4062], [-3.6354, -0.1409, -1.0116], [-4.4935, 1.7914, -0.4760], [-2.0867, 1.9516, -1.6251], [-1.2418, 1.3978, -0.5677], [-2.3379, 3.3931, -1.4973], [-1.7759, 1.5045, -3.1168], [-0.6961, 0.3450, -3.1992], [0.3339, 0.5671, -4.2213], [-0.1813, -0.1828, -1.9365], [-1.7677, -0.9640, -3.8846], [-2.2821, -0.6177, -5.1030], [-2.8464, -1.2230, -3.0925], [-1.1235, -2.1515, -4.0647], [1.8106, -2.3365, -3.4008], [0.9006, -2.1182, -1.4732], [0.9854, -4.2379, -1.1712], [2.7914, -2.8453, -3.3007], [1.9872, -1.3259, -3.8226], [1.1332, -2.8921, -4.0816], [0.4641, -4.7588, -2.0005], [0.4562, -4.4799, -0.2267], [2.0405, -4.5692, -1.0842], [-1.4483, -0.8072, 0.4747]],
  "lowdin_charge": [1.2478, 0.7329, -0.6488, -0.0496, -0.0793, -0.5586, -0.4015, -0.1688, -0.0481, -0.1435, -0.2010, 0.0393, -0.0325, 0.0061, -0.1354, 0.0344, -0.0111, -0.0883, -0.0795, -0.2003, -0.0093, 0.1259, 0.0738, 0.1789, 0.1283, 0.1172, 0.1227, 0.1288, 0.1170, 0.1173, 0.1341, 0.1191, -0.5806, 0.0965, 0.1264, 0.7241, -0.4811, -0.2202, -0.2267, 0.6960, -0.2219, -0.7249, -0.5735, 0.1458, 0.1240, 0.0968, -0.2900, 1.8042, -0.3320, 0.0501, 0.0233, 0.0365, 0.0306, 0.0165, 0.0288, 0.0833],
  "e_lumo_ev": [-3.727, -4.752],
  "spin_multiplicity": 2,
  "homo_lumo_gap_ha": [0.2459, 0.2055],
  "homo_ev": [-10.42, -10.34],
  "charge": 1,
  "s2": 0.7588
}

=====

{
  "formula": "CH3ClOSi",
  "method": "wB97M-V/def2-TZVPD",
  "symbols": ["C", "O", "Si", "Cl", "H", "H", "H"],
  "xyz": [[-1.3831, 0.5360, 3.3206], [-1.3692, 1.6638, 3.3957], [-0.2123, 0.3512, 0.3183], [0.0601, 2.2946, 0.7779], [1.2347, 0.1844, -0.1708], [-1.1272, 0.3777, -0.8295], [-0.8522, 0.1524, 1.5879]],
  "lowdin_charge": [-0.0499, -0.0006, 0.2323, 0.1895, -0.0716, -0.1001, -0.1996],
  "e_lumo_ev": 0.260,
  "spin_multiplicity": 1,
  "homo_lumo_gap_ha": 0.4050,
  "homo_ev": -10.76,
  "charge": 0
}

=====

Calculated values (eV) of energy relative to the best compared isomer or geometry (same formula, charge and spin) for the records, taken in order: 2.4103 0.9846.